1.
Formula: C57H54Cl2CrN5O3P3Se2
Source: the OMol25 dataset
Level of theory: ωB97M-V with the def2-TZVPD basis set

Spin multiplicity = 5
Gap between HOMO and LUMO (spin up / spin down) = 5.927 / 6.857 eV
HOMO level (spin up / spin down) = -5.88 / -6.81 eV
⟨S²⟩ = 6.07

Last column: Mulliken charge in e.
Geometry (Å):
Cr: -0.37407 -0.09845 -1.29022  -0.34
C: 1.15773 0.80786 6.31246  -1.77
C: 1.69411 1.52061 5.06219  1.55
C: 2.54097 2.73484 5.48273  -1.74
C: 2.56795 0.57445 4.26946  1.15
C: 3.69896 0.01470 4.85381  -0.13
C: 4.56711 -0.79721 4.14601  -1.67
C: 4.30001 -1.06577 2.81635  -0.08
C: 3.16624 -0.55206 2.19484  -0.53
P: 2.79360 -0.84896 0.42675  2.72
C: 4.46020 -0.52172 -0.24875  0.87
C: 5.39406 -1.48928 -0.59589  -0.37
C: 6.62446 -1.12028 -1.12388  -0.74
C: 6.93457 0.21992 -1.30485  -0.63
C: 6.00585 1.19377 -0.95851  -0.58
C: 4.77608 0.82228 -0.44007  -0.60
C: 2.76050 -2.66944 0.35457  0.32
C: 2.78996 -3.53741 1.43938  -1.03
C: 2.77104 -4.91406 1.24082  -0.74
C: 2.72857 -5.43525 -0.04334  -0.89
C: 2.66740 -4.57337 -1.13403  -0.53
C: 2.66795 -3.20387 -0.93407  -0.75
C: 2.31364 0.26823 2.93649  -1.15
O: 1.22509 0.78697 2.24972  0.37
C: 0.38129 1.68051 2.86591  -1.17
C: -0.62786 2.24814 2.06310  0.10
C: -1.49288 3.14788 2.69144  -0.16
C: -1.38520 3.45980 4.03515  -1.97
C: -0.37368 2.89824 4.77833  -0.28
C: 0.53667 2.01503 4.21304  0.95
P: -0.71938 2.07432 0.19749  3.08
C: 0.39117 3.44649 -0.23129  -0.13
C: 1.66170 3.12929 -0.69253  0.17
C: 2.60686 4.13494 -0.86062  -0.37
C: 2.28098 5.45366 -0.59098  -1.02
C: 1.00411 5.77540 -0.13978  -0.96
C: 0.06931 4.77320 0.05427  -0.23
C: -2.40757 2.71698 -0.11840  0.43
C: -3.51526 2.18881 0.54483  -0.25
C: -4.79786 2.61776 0.24513  -0.94
C: -4.99659 3.57251 -0.74140  -0.61
C: -3.90698 4.09968 -1.41520  -0.97
C: -2.62100 3.67694 -1.10441  -0.75
H: 1.97779 0.45314 6.93813  0.40
H: 0.54396 -0.05050 6.03472  0.30
H: 0.55008 1.48202 6.91725  0.40
H: 3.39755 2.41998 6.07974  0.40
H: 1.95042 3.42960 6.08103  0.42
H: 2.91080 3.26674 4.60551  0.36
H: 3.91814 0.24473 5.88965  0.43
H: 5.44891 -1.20450 4.62205  0.42
H: 4.97891 -1.68202 2.23979  0.56
H: 5.16365 -2.54277 -0.46804  0.28
H: 7.34003 -1.88554 -1.39802  0.42
H: 7.89246 0.50500 -1.72056  0.38
H: 6.23366 2.24184 -1.10925  0.42
H: 4.04306 1.58639 -0.19703  0.01
H: 2.85931 -3.14597 2.44766  0.39
H: 2.81292 -5.57865 2.09573  0.41
H: 2.74381 -6.50687 -0.19605  0.36
H: 2.61954 -4.96436 -2.14172  0.52
H: 2.62167 -2.53687 -1.78894  0.29
H: -2.26070 3.63322 2.11803  0.59
H: -2.07656 4.16027 4.48442  0.42
H: -0.26530 3.16775 5.82189  0.40
H: 1.91361 2.10362 -0.93579  -0.30
H: 3.60149 3.88407 -1.21300  0.48
H: 3.01794 6.23403 -0.73321  0.40
H: 0.74135 6.80407 0.07130  0.44
H: -0.91251 5.02634 0.43726  0.39
H: -3.38376 1.42276 1.29652  0.35
H: -5.64531 2.18243 0.75910  0.44
H: -6.00034 3.89173 -0.99414  0.42
H: -4.04977 4.83311 -2.19795  0.41
H: -1.78255 4.06999 -1.65990  0.47
Se: -1.05864 1.34826 -3.16168  -0.39
P: -3.48632 0.14319 -2.69708  -0.69
Se: -2.82890 -0.73034 -0.78000  -0.42
C: -3.29190 -1.24523 -3.89540  1.03
C: -3.46431 -2.58182 -3.54393  -0.35
C: -3.30481 -3.58710 -4.48620  -0.68
C: -2.96006 -3.26751 -5.79494  -0.51
C: -2.78228 -1.93931 -6.15223  -0.67
C: -2.94563 -0.93574 -5.20604  -0.35
C: -5.32685 0.21572 -2.59497  0.76
C: -6.10817 -0.64874 -1.83248  -0.11
C: -7.48760 -0.51058 -1.80401  -0.73
C: -8.10348 0.49540 -2.53904  -0.47
C: -7.33370 1.36455 -3.29749  -0.68
C: -5.95153 1.22818 -3.31655  -0.35
H: -3.71244 -2.82939 -2.51776  0.26
H: -3.45954 -4.62206 -4.20280  0.47
H: -2.83005 -4.05181 -6.53030  0.39
H: -2.50102 -1.68189 -7.16539  0.43
H: -2.76754 0.09753 -5.47943  0.31
H: -5.63050 -1.42535 -1.24623  0.25
H: -8.08568 -1.18819 -1.20702  0.42
H: -9.18074 0.60239 -2.51453  0.39
H: -7.80637 2.15522 -3.86702  0.41
H: -5.34881 1.92154 -3.89275  0.40
C: -0.91724 -1.68362 3.02226  -1.03
N: -0.81676 -2.72243 2.00445  0.75
C: -1.44373 -4.00961 2.25484  -1.19
C: -0.47389 -2.32816 0.74937  -0.80
N: -0.04288 -1.14210 0.47491  1.51
N: -0.63002 -3.27833 -0.23635  0.89
C: -0.44505 -3.09020 -1.59696  -0.88
N: -0.37627 -4.26520 -2.31530  -0.24
N: -0.33282 -1.94124 -2.11339  0.84
H: -1.37081 -2.10945 3.91231  0.41
H: -1.54121 -0.85342 2.67707  0.25
H: 0.06575 -1.29362 3.29940  0.25
H: -1.52717 -4.15120 3.32804  0.43
H: -0.82843 -4.83224 1.88724  0.32
H: -2.44555 -4.07276 1.81820  0.29
H: 0.09647 -0.56782 1.29603  -1.71
H: -0.88653 -4.20205 0.05586  0.26
H: -0.91472 -5.04212 -1.96462  0.21
H: -0.49848 -4.12976 -3.30855  0.34
H: -0.08056 -1.89692 -3.11162  0.00
Cl: 3.20612 2.11003 -3.55593  -0.16
C: 2.97824 0.42601 -4.03918  0.10
Cl: 4.44338 -0.53058 -3.70769  -0.15
C: 1.76445 -0.26261 -3.38584  -0.54
O: 1.26562 -1.12780 -4.10382  -0.75
O: 1.44858 0.09018 -2.19577  1.19
H: 2.83624 0.40931 -5.11191  0.54

---

2.
Formula: C16H46BF4N10O8Rb
Source: the OMol25 dataset
Level of theory: ωB97M-V with the def2-TZVPD basis set

Gap between HOMO and LUMO = 7.525 eV
HOMO level = -8.85 eV

Last column: Mulliken charge in e.
Geometry (Å):
Rb: -4.05342 2.86864 -0.34610  1.03
B: -1.29305 0.89466 -0.16600  0.78
F: -1.22496 0.35006 1.12538  -0.34
F: -1.42276 2.29434 -0.02304  -0.65
F: -0.11505 0.58054 -0.83251  -0.36
F: -2.35134 0.39795 -0.93782  -0.30
C: 5.15506 -0.39248 6.32418  -0.78
O: 4.57889 -0.69060 5.04975  -0.34
C: 3.49099 -1.62628 5.10019  -0.50
C: 2.21620 -1.01167 5.71907  -0.81
N: 1.87559 0.30524 5.21213  -0.44
C: 1.16678 0.19005 3.93233  -0.59
C: 1.13399 1.59499 3.28478  -0.16
O: 2.42205 1.72075 2.66380  -0.57
C: 2.54940 2.89470 1.90024  -0.57
H: 5.11710 -1.17032 7.09288  0.33
H: 4.67788 0.52569 6.66353  0.30
H: 6.23489 -0.28160 6.21379  0.27
H: 3.75362 -2.58451 5.54968  0.41
H: 3.35775 -1.80223 4.02896  0.30
H: 2.63933 -0.85127 6.72390  0.36
H: 1.37373 -1.69208 5.81746  0.42
H: 2.77869 0.75460 5.07870  0.33
H: 0.13481 -0.08406 4.15812  0.47
H: 1.59950 -0.52690 3.22955  0.22
H: 1.20676 2.42392 3.99617  0.57
H: 0.27866 1.68865 2.61367  -0.08
H: 1.60163 3.29375 1.52261  -0.04
H: 3.23524 2.71720 1.06885  0.32
H: 2.96931 3.81773 2.32823  0.33
C: -5.16024 -4.35652 -1.67357  -0.55
O: -4.93707 -3.59277 -2.85882  -0.39
C: -4.56775 -2.24360 -2.65103  -0.15
C: -4.10281 -1.70647 -3.98078  -0.38
N: -3.45953 -0.42975 -3.89555  -0.04
C: -3.10677 0.10259 -5.20384  -1.04
C: -1.96589 -0.56114 -5.95647  -0.49
O: -0.84599 -0.61917 -5.06701  -0.13
C: 0.35808 -1.17736 -5.55793  -0.84
H: -5.69090 -5.28673 -1.83327  0.27
H: -5.57567 -3.75129 -0.86088  0.28
H: -4.13993 -4.53764 -1.31280  0.18
H: -3.77657 -2.22406 -1.88714  0.07
H: -5.39945 -1.69415 -2.19370  0.27
H: -5.01744 -1.65947 -4.58028  0.19
H: -3.40399 -2.41251 -4.45175  0.25
H: -2.61520 -0.41396 -3.33597  0.10
H: -2.82799 1.16230 -5.15900  0.35
H: -3.99559 0.21967 -5.82996  0.44
H: -1.60911 0.04608 -6.79222  0.44
H: -2.24463 -1.56279 -6.29761  0.41
H: 0.69884 -1.77568 -4.71515  0.18
H: 1.01601 -0.44759 -6.03273  0.27
H: 0.14066 -1.89657 -6.36124  0.35
C: 0.92688 3.37257 -2.61270  0.44
O: 1.39177 4.19219 -3.39290  -0.70
N: 0.30448 2.23385 -3.01380  -0.11
N: 1.19753 3.32086 -1.25082  0.00
H: 0.18748 2.14099 -4.00642  0.11
H: 0.15271 1.47432 -2.38157  0.20
H: 0.77841 2.49308 -0.87779  -0.08
H: 1.78940 3.99757 -0.81834  0.15
C: -0.87155 -3.74436 -1.10172  0.61
O: -1.95656 -4.16615 -0.68441  -0.70
N: -0.39590 -2.54470 -0.70604  -0.12
N: 0.00959 -4.47675 -1.85562  -0.54
H: -1.03334 -2.02461 -0.12601  0.00
H: 0.51329 -2.23057 -0.98365  0.09
H: -0.48562 -5.20679 -2.35770  0.27
H: 0.61615 -3.96419 -2.47474  0.25
C: 3.81067 -0.48702 0.15054  0.39
O: 4.52576 -1.22733 -0.52999  -0.73
N: 2.68002 0.06610 -0.36031  -0.05
N: 4.06550 -0.13533 1.43586  -0.12
H: 2.71493 0.10593 -1.36491  0.14
H: 1.93249 0.36061 0.23686  0.00
H: 4.89523 -0.46388 1.89845  0.17
H: 3.56531 0.63245 1.89437  0.34
C: -1.78739 4.11641 2.85928  0.52
O: -1.78144 4.88007 3.82195  -0.69
N: -1.24162 4.53026 1.67943  -0.31
N: -2.37949 2.88305 2.86341  -0.18
H: -0.60412 5.30339 1.65451  0.24
H: -1.11749 3.82314 0.98372  0.29
H: -2.81366 2.69489 3.75193  0.19
H: -2.44770 2.26912 2.06534  -0.03

---

3.
Formula: C8H14N2O2S2
Source: the OMol25 dataset
Level of theory: ωB97M-V with the def2-TZVPD basis set

Structure (SMILES) = CC/C(C)=N\S(C)(=O)=O.c1cscn1
Gap between HOMO and LUMO = 9.187 eV
HOMO level = -8.56 eV

Last column: Mulliken charge in e.
Geometry (Å):
C: 2.12243 1.31369 0.08969  -0.54
C: 3.78193 -0.01070 -0.50699  0.03
C: 2.64331 1.02778 1.26916  0.07
C: -1.35899 1.52194 1.19445  -1.33
C: -3.50288 -0.31201 -0.19304  -0.95
C: -2.37647 -0.87250 0.76798  -0.62
C: 0.78434 -0.87905 -2.10477  -1.07
C: -1.17778 0.03935 0.84266  0.59
N: 2.82431 0.72863 -0.97963  -0.56
N: -0.03191 -0.21859 0.43838  -0.17
O: -0.29112 -2.58317 -0.58662  -0.72
O: 1.84980 -1.74600 0.24713  -0.58
S: 4.00930 0.08597 1.18877  -0.17
S: 0.58616 -1.48860 -0.38980  1.19
H: 1.42027 2.13325 -0.05361  0.41
H: 4.63025 -0.42077 -1.11742  0.33
H: -1.51982 2.06247 0.29812  0.32
H: -2.36359 1.55385 1.77718  0.31
H: -0.68127 2.04480 1.73934  0.45
H: -3.07545 0.09621 -1.13798  0.29
H: -4.06085 0.60160 0.25044  0.26
H: -4.34871 -1.15711 -0.38265  0.30
H: 2.23082 1.49727 2.20180  0.34
H: -2.78899 -0.70084 1.74269  0.36
H: -2.09258 -1.90379 0.45159  0.36
H: -0.01399 -1.23387 -2.66466  0.43
H: 0.99900 0.18985 -2.07987  0.37
H: 1.80252 -1.36966 -2.30234  0.31

---

4.
Formula: C3H4N2
Source: the OMol25 dataset
Level of theory: ωB97M-V with the def2-TZVPD basis set

Structure (SMILES) = [H]/N=C(/N)C#C
Gap between HOMO and LUMO = 9.838 eV
HOMO level = -9.33 eV

Last column: Mulliken charge in e.
Geometry (Å):
C: 0.53966 0.25464 -0.09860  0.49
C: -0.84585 0.09799 -0.13735  -0.35
C: -2.06393 0.11929 0.13318  -0.12
H: 0.50996 -1.78960 -0.19066  0.22
H: 2.13025 -1.04902 0.32015  0.24
H: 0.46052 2.02891 -0.09857  0.26
H: -3.09631 -0.03096 -0.01147  0.40
N: 1.15169 -0.98785 0.02819  -0.46
N: 1.21402 1.35661 0.05513  -0.68

---

Table of molecular weight (g/mol), in record order: 1230.83, 678.88, 234.35, 68.08
Table of ΔE to the lowest compared entry with this formula, charge and spin (kcal per mole), in record order: 0.0, 11.1, 93.0, 57.2